Record 1
C19H52BINO8 | the ωB97M-V functional and the def2-TZVPD basis

CARTESIAN COORDINATES (ANGSTROEM)
1 C -0.643 -2.789 5.255
2 C 0.400 -1.773 4.438
3 I 1.011 -2.899 2.626
4 C -0.416 -0.449 3.921
5 B 0.476 0.929 3.825
6 O 0.388 1.666 2.515
7 C 1.686 1.586 1.766
8 C 2.671 1.495 3.074
9 C 4.274 1.206 2.890
10 C 4.671 0.267 1.607
11 N 3.740 -0.899 1.356
12 O 1.927 0.746 4.098
13 H -1.285 -3.420 4.477
14 H -1.364 -2.178 5.976
15 H 0.013 -3.585 5.842
16 H 1.283 -1.558 5.175
17 H -0.798 -0.702 2.819
18 H -1.363 -0.291 4.599
19 H 0.095 1.636 4.712
20 H 1.530 0.540 1.212
21 H 1.832 2.452 0.983
22 H 2.678 2.630 3.441
23 H 4.645 0.692 3.898
24 H 4.865 2.224 2.805
25 H 4.861 0.944 0.643
26 H 5.738 -0.204 1.856
27 H 4.166 -1.821 1.601
28 H 3.550 -0.891 0.308
29 C -1.004 2.891 -0.711
30 C -0.308 2.657 -2.036
31 O 0.067 1.292 -2.153
32 H -0.347 2.620 0.122
33 H -1.295 3.940 -0.604
34 H -1.898 2.266 -0.627
35 H 0.597 3.267 -2.106
36 H -0.963 2.914 -2.874
37 H -0.745 0.759 -2.097
38 C 3.453 3.918 -3.930
39 C 4.248 2.720 -4.409
40 O 4.403 1.787 -3.350
41 H 3.957 4.401 -3.086
42 H 3.329 4.650 -4.733
43 H 2.464 3.611 -3.576
44 H 5.243 3.029 -4.741
45 H 3.744 2.224 -5.244
46 H 3.513 1.513 -3.068
47 C -2.435 -5.573 0.283
48 C -2.973 -5.085 1.612
49 O -1.949 -5.127 2.595
50 H -2.056 -6.596 0.373
51 H -3.214 -5.551 -0.485
52 H -1.596 -4.951 -0.048
53 H -3.796 -5.722 1.949
54 H -3.342 -4.058 1.533
55 H -1.227 -4.552 2.290
56 C -5.190 -7.554 -3.106
57 C -4.441 -6.446 -3.819
58 O -3.149 -6.290 -3.251
59 H -5.284 -7.329 -2.039
60 H -6.190 -7.684 -3.529
61 H -4.647 -8.501 -3.186
62 H -4.975 -5.497 -3.718
63 H -4.332 -6.670 -4.885
64 H -2.680 -7.136 -3.353
65 C -2.961 4.220 5.338
66 C -2.167 3.022 4.860
67 O -2.012 2.089 5.918
68 H -2.457 4.703 6.182
69 H -3.086 4.952 4.535
70 H -3.951 3.913 5.692
71 H -1.171 3.331 4.528
72 H -2.671 2.526 4.025
73 H -2.901 1.815 6.200
74 C 0.217 3.207 -6.895
75 C 0.965 4.315 -7.608
76 O 2.257 4.470 -7.040
77 H 0.122 3.432 -5.828
78 H -0.784 3.077 -7.318
79 H 0.759 2.259 -6.975
80 H 0.431 5.264 -7.507
81 H 1.075 4.091 -8.674
82 H 2.726 3.625 -7.142

Properties
- spin multiplicity = 1
- F_max (eV Å⁻¹) = 3.6
- HOMO energy (eV) = -3.65
- energy (Ha) = -1734.2207
- LUMO energy (eV) = 2.164
- total charge = -1

Results of the Löwdin charge analysis, in e, for atoms 1 through 6: -0.21 -0.66 0.78 -0.19 -0.80 -0.16

=====

Record 2
ClH2NO | the ωB97M-V functional and the def2-TZVPD basis

CARTESIAN COORDINATES (ANGSTROEM)
1 N 0.780 0.010 0.023
2 O -0.025 -0.921 0.352
3 Cl -2.296 -0.267 -0.134
4 H 0.924 0.746 0.665
5 H 0.617 0.432 -0.906

Properties
- spin multiplicity = 1
- F_max (eV Å⁻¹) = 2.0
- energy above the lowest of the compared OMol25 structures with the same formula, charge and spin (kcal/mol) = 25.0
- HOMO energy (alpha / beta) (eV) = -10.94 / -10.31
- energy (Ha) = -591.2433
- LUMO energy (alpha / beta) (eV) = -1.150 / -2.647

Löwdin analysis output, partial charges in e: -0.02 -0.26 0.07 0.10 0.12